18
Properties=species:S:1:pos:R:3 method="wB97M-V/def2-TZVPD" smiles=O.O.O.O.O.O homo_ha=-0.3820 mol_weight_g_mol=108.09 e_tot_ev=-12478.296
O 1.5578 -1.1592 -2.6695
H 0.9159 -0.8209 -1.9207
H 1.8566 -0.3187 -2.9348
O 1.1198 1.8896 0.1480
H 0.6077 2.7328 0.1895
H 1.9243 2.2373 0.0191
O -0.7549 -1.5699 1.2130
H -1.1762 -0.9661 1.9758
H -1.5103 -2.2204 1.1238
O 2.1083 -1.2248 1.5441
H 1.1472 -1.2259 1.5553
H 2.5814 -0.4642 1.5691
O -3.3381 0.8753 0.3524
H -2.4511 0.5904 0.1901
H -3.2991 1.5724 -0.1067
O -0.5810 -0.0610 -1.1072
H -0.0355 0.7020 -0.7934
H -0.6728 -0.5685 -0.3479

9
Properties=species:S:1:pos:R:3 method="wB97M-V/def2-TZVPD" homo_ha="-0.3114 / -0.3286" mol_weight_g_mol=75.14 e_tot_ev=-14475.555
C 2.0174 0.7827 0.2500
C 1.2835 -0.0314 -0.4580
N -2.7247 -0.4330 0.1401
S -1.9136 1.0178 -0.2689
H 2.6709 0.6159 1.0704
H 2.0537 1.8715 0.2754
H 0.5803 -0.1129 -1.3294
H -3.2003 -0.4382 1.0363
H -3.4831 -0.7021 -0.5328

Respective ΔE to the lowest compared entry with this formula, charge and spin values: 271.9 461.4 kJ/mol.